ORCA calculation (the ωB97M-V functional and the def2-TZVPD basis) on a molecular structure, C9H15FeO9.

The spin multiplicity is 6. The HOMO energy (spin up / spin down) comes out at -9.98 / -10.20 eV. The value obtained for the total energy is -62393.7987 eV. The value obtained for the max |F| is 1.70 eV Å⁻¹. The gap between HOMO and LUMO (spin up / spin down) comes out at 10.7316 / 9.4002 eV. The relative energy (zero: lowest compared OMol25 entry of this formula, charge and spin) comes out at 0.0 kJ/mol.

Geometry as XYZ:
```
34
Properties=species:S:1:pos:R:3:forces:R:3:lowdin_spin:R:1
Fe -0.038 -0.312 0.662 -0.198 0.160 0.072 4.3154
C 2.679 1.494 2.936 -0.516 0.333 0.149 0.0057
C 1.593 0.876 2.125 -0.154 -0.692 -0.848 0.0175
O 0.800 0.003 2.568 -0.010 -0.105 0.497 0.1064
O 1.489 1.134 0.886 0.008 0.336 -0.125 0.0895
H 2.850 0.897 3.826 0.268 -0.014 -0.050 0.0011
H 2.353 2.488 3.250 -0.010 -0.016 0.009 0.0004
H 3.542 1.630 2.291 0.194 -0.147 0.173 0.0011
C -3.945 0.115 1.280 -0.917 0.013 0.087 0.0049
C -2.512 0.014 0.947 1.478 0.100 -0.434 0.0157
O -1.673 0.844 1.409 0.032 0.096 0.305 0.0837
O -2.038 -0.864 0.165 -0.348 -0.436 -0.006 0.0862
H -4.104 0.252 2.348 0.231 0.127 0.030 0.0008
H -4.523 -0.753 0.972 0.199 -0.060 -0.179 0.0012
H -4.347 0.996 0.775 0.003 0.004 0.043 0.0004
C 1.722 -3.818 0.262 -0.343 -1.126 -0.080 0.0060
C 0.986 -2.544 0.332 -0.750 1.520 0.020 0.0191
O 0.113 -2.316 1.219 0.106 -0.553 0.456 0.1090
O 1.189 -1.575 -0.467 0.520 -0.105 -0.309 0.0915
H 2.667 -3.761 0.797 0.023 0.128 0.019 0.0004
H 1.902 -4.151 -0.758 0.159 0.368 -0.106 0.0011
H 1.099 -4.589 0.719 0.176 0.075 0.206 0.0014
C 1.177 2.969 -1.763 0.295 0.602 0.711 0.0000
O 0.351 2.338 -2.741 -0.123 -0.129 -0.113 0.0014
C -0.225 1.217 -2.359 -0.088 -0.245 -0.078 0.0045
O -0.120 0.714 -1.262 -0.068 0.100 0.108 0.0346
O -0.931 0.711 -3.355 0.296 0.474 -0.282 0.0009
C -1.428 -0.600 -3.176 -1.033 -1.090 0.700 -0.0001
H 1.746 2.254 -1.173 -0.017 -0.112 -0.193 0.0001
H 0.585 3.560 -1.060 -0.213 -0.194 -0.120 0.0000
H 1.832 3.662 -2.283 -0.017 -0.194 -0.247 0.0000
H -1.878 -0.749 -2.190 0.325 0.240 0.055 -0.0001
H -0.666 -1.367 -3.311 0.205 0.236 -0.105 0.0000
H -2.249 -0.770 -3.870 0.288 0.308 -0.368 0.0000
```
Forces are in eV/Å.



ORCA calculation (the ωB97M-V functional and the def2-TZVPD basis) on 2 unconnected molecules or ions with the total composition C5H16N2O2.

The HOMO energy comes out at -9.39 eV. The value obtained for the total energy is -12519.9038 eV. The value obtained for the max |F| is 0.72 eV Å⁻¹. The gap between HOMO and LUMO comes out at 10.2385 eV. The relative energy (zero: lowest compared OMol25 entry of this formula, charge and spin) comes out at 48.7 kJ/mol.

Geometry as XYZ:
```
25
Properties=species:S:1:pos:R:3:forces:R:3:lowdin_charge:R:1
C 2.994 -0.778 0.138 -0.484 0.030 0.166 -0.0246
C 1.493 -0.537 0.306 0.346 0.430 -0.461 -0.6529
N 0.816 -0.954 -0.900 -0.048 -0.134 -0.174 0.0961
O 1.084 -1.270 1.450 -0.121 0.093 0.407 -0.0056
C 1.262 0.989 0.491 0.346 -0.327 -0.004 -0.1826
N -0.064 1.318 1.019 0.106 0.001 0.315 0.0088
H 3.521 -0.472 1.037 0.089 0.031 0.085 0.0820
H 3.173 -1.838 -0.020 0.028 -0.117 -0.043 0.0833
H 3.361 -0.219 -0.716 0.080 0.071 -0.080 0.0855
H 1.102 -1.895 -1.148 -0.012 0.006 0.063 0.0862
H -0.186 -0.979 -0.732 0.068 -0.038 -0.040 0.0434
H 0.117 -1.337 1.440 0.133 -0.087 -0.078 0.0727
H 1.359 1.436 -0.500 0.039 0.018 0.087 0.1211
H 2.059 1.382 1.133 -0.070 -0.020 -0.058 0.1150
H -0.059 1.216 2.031 0.040 0.139 -0.076 0.0996
H -0.283 2.285 0.808 -0.066 -0.083 0.106 0.0909
C -2.338 0.719 -1.366 -0.133 -0.171 0.131 -0.0890
C -2.824 -0.290 -0.335 -0.466 -0.004 -0.162 -0.3176
O -1.803 -0.722 0.533 0.204 -0.111 0.290 -0.1449
H -2.069 1.655 -0.880 0.018 0.096 -0.052 0.0595
H -3.127 0.916 -2.089 -0.058 0.070 -0.073 0.0726
H -1.465 0.342 -1.894 0.046 0.012 -0.089 0.0642
H -3.647 0.147 0.252 0.039 -0.112 -0.166 0.1102
H -3.204 -1.189 -0.831 -0.056 0.134 0.028 0.1121
H -1.273 0.074 0.772 -0.068 0.073 -0.119 0.0139
```
Forces are in eV/Å.



ORCA calculation (the ωB97M-V functional and the def2-TZVPD basis) on a gas-phase ion, C4H11N3O2PS (charge +1).

The HOMO energy comes out at -12.70 eV. Its net charge is +1. The value obtained for the total energy is -33005.4514 eV. The value obtained for the max |F| is 2.25 eV Å⁻¹. The gap between HOMO and LUMO comes out at 8.1221 eV.

Geometry as XYZ:
```
22
Properties=species:S:1:pos:R:3:forces:R:3:lowdin_charge:R:1
N 1.121 0.170 2.840 0.254 0.202 -0.007 0.1811
C 0.612 -0.102 1.608 0.731 0.085 0.024 -0.3503
N 0.156 0.860 0.822 -2.061 -0.619 0.669 0.1841
C -0.481 0.279 -0.405 0.333 0.164 -0.339 -0.5443
C 0.480 0.518 -1.580 0.223 0.096 0.033 -0.1979
O 1.790 0.151 -1.155 0.009 -0.474 -0.055 -0.1436
O 2.307 -0.926 -1.960 -0.189 0.305 0.031 0.0140
P -2.136 1.034 -0.818 -0.188 -0.090 -0.658 0.3860
S -2.575 1.065 -2.685 0.085 -0.043 0.181 0.2528
C -0.593 -1.181 0.038 0.020 -0.034 0.109 -0.1036
N 0.481 -1.330 1.050 0.147 0.314 -0.451 0.1348
H 0.495 0.387 3.600 0.076 0.130 -0.086 0.1274
H 2.097 0.048 3.056 -0.087 -0.338 0.008 0.1285
H -0.294 1.633 1.303 0.548 0.600 -0.274 0.1650
H 0.194 -0.071 -2.452 -0.128 0.176 0.052 0.1207
H 0.480 1.577 -1.857 0.063 -0.093 -0.043 0.1332
H 1.646 -1.634 -1.874 0.109 0.016 0.049 0.0890
H -2.980 0.264 -0.002 -0.002 0.138 0.282 -0.0045
H -2.053 2.276 -0.162 0.006 -0.001 0.195 -0.0051
H -0.574 -1.942 -0.741 0.177 0.168 -0.019 0.1463
H -1.525 -1.294 0.600 0.018 -0.273 -0.147 0.1159
H 1.350 -1.781 0.773 -0.142 -0.429 0.446 0.1707
```
Forces are in eV/Å.



ORCA calculation (the ωB97M-V functional and the def2-TZVPD basis) on a molecular structure, C6H19N2S4SbSeSiW.

The spin multiplicity is 3. The HOMO energy (spin up / spin down) comes out at -6.79 / -7.91 eV. The value obtained for the total energy is -134443.6094 eV. The value obtained for the max |F| is 1.16 eV Å⁻¹. The gap between HOMO and LUMO (spin up / spin down) comes out at 6.1713 / 6.4952 eV. The relative energy (zero: lowest compared OMol25 entry of this formula, charge and spin) comes out at 113.2 kJ/mol.

Geometry as XYZ:
```
35
Properties=species:S:1:pos:R:3:forces:R:3:lowdin_spin:R:1
W -1.511 -0.124 0.644 0.859 0.636 -0.384 1.1255
N -1.775 1.490 -0.988 -0.003 -0.049 0.100 0.0159
C -1.030 2.770 -1.002 0.009 -0.017 0.005 0.0004
C -1.022 3.468 0.352 0.014 -0.038 -0.015 0.0013
C -0.020 2.876 1.334 -0.036 -0.018 -0.002 0.0010
N -0.505 1.615 1.928 -0.065 -0.022 0.051 0.0082
H -1.576 0.973 -1.841 -0.006 -0.008 0.010 0.0118
H -2.775 1.676 -0.991 -0.016 0.003 -0.060 0.0023
H -1.458 3.426 -1.763 -0.011 0.005 0.013 -0.0003
H -0.007 2.536 -1.298 0.001 0.011 -0.019 0.0006
H -2.028 3.465 0.787 -0.003 0.031 0.002 0.0003
H -0.759 4.515 0.188 0.010 -0.001 -0.009 0.0001
H 0.204 3.596 2.125 -0.027 0.007 0.001 -0.0002
H 0.912 2.654 0.815 0.023 0.020 0.020 0.0000
H -1.251 1.812 2.591 0.056 0.011 0.052 0.0002
H 0.246 1.167 2.445 0.029 -0.019 -0.050 0.0027
S -0.905 -1.457 2.517 0.045 -0.430 0.523 0.1648
Sb -3.056 -2.203 1.868 0.786 -0.438 -0.487 0.0697
S -3.394 0.919 1.548 -0.939 0.249 0.627 0.0044
S -2.269 -1.556 -0.880 -0.602 -0.463 -0.218 0.4127
S -4.329 -0.453 2.885 -0.133 0.670 -0.222 0.1177
C 2.190 -1.859 -2.643 -0.001 -0.036 -0.016 -0.0007
Si 1.813 -2.030 -0.820 -0.032 0.186 0.099 0.0069
C 3.392 -2.234 0.159 0.033 -0.024 -0.027 0.0054
C 0.677 -3.468 -0.509 -0.099 -0.026 0.061 0.0011
Se 0.969 0.011 -0.163 0.015 -0.197 -0.037 0.0443
H 2.674 -2.759 -3.031 -0.001 -0.002 0.002 -0.0001
H 2.851 -1.009 -2.822 0.001 0.001 0.003 -0.0001
H 1.270 -1.694 -3.206 -0.002 -0.007 -0.005 0.0002
H 3.910 -3.158 -0.113 -0.002 0.001 -0.001 0.0009
H 3.171 -2.266 1.228 0.001 -0.010 0.000 0.0006
H 4.069 -1.397 -0.019 0.003 0.001 0.007 0.0002
H 1.153 -4.402 -0.818 0.058 0.015 0.007 0.0000
H -0.257 -3.358 -1.060 0.023 -0.037 -0.019 0.0005
H 0.427 -3.539 0.552 0.012 -0.004 -0.013 0.0020
```
Forces are in eV/Å.



ORCA calculation (the ωB97M-V functional and the def2-TZVPD basis) on 2 unconnected molecules or ions with the total composition C11H15ClN2O2S.

The HOMO energy comes out at -8.19 eV. The value obtained for the total energy is -42083.9374 eV. The value obtained for the max |F| is 2.36 eV Å⁻¹. The gap between HOMO and LUMO comes out at 8.4827 eV.

Geometry as XYZ:
```
32
Properties=species:S:1:pos:R:3:forces:R:3:lowdin_charge:R:1
C 2.254 -3.497 1.724 -0.216 0.313 -0.198 -0.0660
N 2.106 -2.061 1.489 0.575 -1.094 0.555 0.0208
C 1.198 -1.464 0.714 -0.655 1.312 -0.624 -0.4722
O 1.196 -0.243 0.606 -0.277 -0.227 -0.244 0.0445
C 0.157 -2.312 -0.031 -0.223 0.213 -0.332 -0.0813
N -0.707 -1.499 -0.893 1.851 0.181 1.459 0.0790
C -1.752 -1.910 -1.605 -1.481 -0.339 -1.023 -0.5654
C -2.144 -3.374 -1.575 0.163 0.282 0.042 0.0004
O -2.396 -1.122 -2.277 0.008 0.166 -0.054 0.0397
H 1.347 -3.902 2.179 0.087 -0.111 -0.004 0.0843
H 2.451 -4.014 0.783 0.009 -0.109 0.098 0.0832
H 3.092 -3.675 2.401 -0.160 0.117 -0.131 0.0886
H 2.748 -1.434 1.953 -0.170 0.030 -0.140 0.1478
H 0.680 -3.051 -0.638 0.095 -0.230 0.089 0.1244
H -0.451 -2.833 0.708 0.047 -0.207 0.112 0.1268
H -0.491 -0.514 -0.952 0.093 0.012 0.075 0.1230
H -2.404 -3.658 -0.558 0.056 -0.232 0.092 0.0786
H -3.007 -3.518 -2.222 0.142 0.108 0.089 0.0858
H -1.315 -3.979 -1.936 0.048 -0.231 0.105 0.0790
S -2.115 3.218 2.047 -0.156 0.096 0.188 0.7828
C -0.926 3.563 0.792 0.083 -0.104 -0.141 -0.6329
C -0.416 2.514 0.018 0.512 0.469 -0.506 -0.1154
C 0.531 2.761 -0.982 -0.284 0.301 0.374 -0.0770
C 0.969 4.068 -1.216 -0.333 -0.040 0.372 -0.0866
C 0.464 5.120 -0.443 -0.103 -0.307 0.048 -0.1114
C -0.481 4.875 0.560 0.329 -0.419 -0.442 -0.6763
Cl -1.086 6.215 1.507 0.086 -0.394 -0.174 0.6419
H -2.188 1.891 1.823 0.091 0.266 -0.044 -0.1254
H -0.748 1.498 0.200 0.058 0.152 0.039 0.0735
H 0.927 1.937 -1.567 -0.079 0.110 0.118 0.1033
H 1.702 4.264 -1.993 -0.114 0.035 0.138 0.1010
H 0.804 6.136 -0.617 -0.082 -0.119 0.061 0.1015
```
Forces are in eV/Å.



ORCA calculation (the ωB97M-V functional and the def2-TZVPD basis) on a single C6H10 molecule.

The HOMO energy comes out at -9.52 eV. The value obtained for the total energy is -6381.1481 eV. The value obtained for the max |F| is 2.40 eV Å⁻¹. The gap between HOMO and LUMO comes out at 10.5972 eV. The relative energy (zero: lowest compared OMol25 entry of this formula, charge and spin) comes out at 261.6 kJ/mol.

Geometry as XYZ:
```
16
Properties=species:S:1:pos:R:3:forces:R:3:lowdin_charge:R:1
C 2.748 -1.205 0.570 0.383 1.076 0.551 0.0874
C 2.319 -0.164 0.114 0.336 -0.211 1.084 -0.1950
C 1.406 0.675 -0.601 0.124 -0.454 -0.781 -0.2074
C 0.021 0.787 0.126 0.090 -0.098 -0.271 -0.2028
C -0.959 -0.258 -0.388 0.052 -0.094 -0.134 -0.2888
C -2.318 -0.234 0.299 -0.044 0.010 0.046 -0.1184
H 3.250 -1.569 1.423 0.334 -0.876 0.190 0.0138
H 1.641 -0.063 -1.430 -2.174 0.835 -0.560 0.1399
H 1.731 1.612 -1.048 0.443 0.094 0.606 0.1088
H -0.408 1.796 0.019 0.254 -0.251 -0.233 0.1107
H 0.150 0.649 1.215 0.240 0.006 -0.474 0.1182
H -0.486 -1.239 -0.266 -0.129 0.027 -0.029 0.1106
H -1.082 -0.103 -1.465 -0.058 -0.068 0.036 0.1093
H -2.223 -0.425 1.374 0.006 0.020 -0.102 0.0728
H -2.980 -0.997 -0.119 0.064 0.094 0.067 0.0689
H -2.810 0.738 0.178 0.081 -0.110 0.004 0.0719
```
Forces are in eV/Å.